(1)
{"formula": "C3H2BrClO3", "method": "the ωB97M-V functional and the def2-TZVPD basis", "elements": ["C", "C", "C", "O", "O", "O", "Cl", "Br", "H", "H"], "coordinates": [[-0.676, -1.393, 0.484], [-0.463, 0.850, -0.075], [0.924, 0.437, -0.263], [-1.299, -2.398, 0.494], [-1.289, -0.287, 0.041], [0.550, -1.218, 0.885], [1.282, -0.335, -1.712], [2.294, 1.579, 0.477], [-0.553, 1.536, 0.712], [-0.770, 1.228, -1.043]], "mulliken_charge": [0.746, -0.677, 0.497, -0.534, -0.321, -0.486, -0.033, -0.002, 0.462, 0.349], "e_above_lowest_kcal_mol": 28.0}


(2)
{"formula": "C7H7AsBrCoN2O2S4", "method": "the ωB97M-V functional and the def2-TZVPD basis", "elements": ["Co", "N", "N", "C", "O", "O", "H", "H", "H", "S", "As", "S", "S", "S", "Br", "C", "C", "C", "C", "C", "C", "H", "H", "H", "H"], "coordinates": [[-1.022, -0.021, 0.753], [-0.923, 1.854, -0.630], [-1.898, 2.752, -0.157], [-2.832, 2.228, 0.799], [-3.822, 2.922, 1.012], [-2.489, 1.137, 1.344], [-0.038, 2.336, -0.726], [-1.170, 1.427, -1.518], [-2.343, 3.328, -0.853], [-1.172, -4.424, -0.833], [-2.542, -2.890, -0.191], [-1.927, -1.001, -1.188], [-0.801, -1.267, 2.420], [-4.524, -3.402, -0.864], [5.409, -0.573, -0.640], [3.541, -0.498, -0.194], [3.077, 0.568, 0.553], [1.722, 0.624, 0.854], [0.826, -0.359, 0.421], [1.346, -1.433, -0.299], [2.695, -1.504, -0.622], [3.755, 1.333, 0.905], [1.364, 1.448, 1.464], [0.696, -2.246, -0.613], [3.072, -2.339, -1.197]], "mulliken_charge": [0.087, -0.409, -0.336, 0.674, -0.731, -0.723, 0.265, 0.250, 0.242, -0.650, 0.295, -0.458, -0.351, -0.624, -0.273, 0.254, -0.522, -0.024, 0.009, 0.349, -0.652, 0.392, 0.383, 0.132, 0.421], "total_charge": -2, "s2": 6.113, "spin_multiplicity": 5, "e_above_lowest_kcal_mol": 33.6}


(3)
{"formula": "C5H8N2", "method": "the ωB97M-V functional and the def2-TZVPD basis", "elements": ["C", "N", "C", "C", "C", "N", "C", "H", "H", "H", "H", "H", "H", "H", "H"], "coordinates": [[-0.419, -1.114, -2.055], [-0.327, -0.358, -0.877], [-1.489, 0.445, 0.262], [-0.687, 0.784, 1.255], [0.587, 0.412, 1.046], [1.541, 0.660, 2.024], [0.791, -0.275, -0.141], [-1.200, -0.678, -2.699], [0.511, -1.070, -2.649], [-0.662, -2.184, -1.968], [-2.557, 0.319, 0.212], [-1.569, 1.508, 1.854], [1.322, 1.478, 2.584], [2.465, 0.801, 1.630], [1.719, -0.725, -0.473]], "mulliken_charge": [-0.855, -0.036, -0.633, -0.009, 0.469, -0.613, -0.575, 0.308, 0.311, 0.272, 0.369, 0.146, 0.252, 0.239, 0.356], "smiles": "Cn1ccc(N)c1", "e_above_lowest_kcal_mol": 92.9}


(4)
{"formula": "C25H24ClI2N6O5SZr", "method": "the ωB97M-V functional and the def2-TZVPD basis", "elements": ["Zr", "C", "C", "N", "N", "C", "N", "S", "C", "C", "C", "C", "C", "N", "H", "H", "H", "H", "H", "H", "H", "H", "H", "H", "C", "O", "C", "C", "C", "C", "C", "C", "N", "N", "C", "O", "C", "C", "C", "C", "C", "C", "C", "O", "H", "H", "H", "H", "H", "H", "H", "H", "H", "H", "H", "H", "Cl", "C", "C", "O", "O", "H", "H", "I", "I"], "coordinates": [[0.362, -0.258, -0.429], [-1.352, 3.419, 1.818], [-0.544, 2.176, 1.611], [-1.010, 0.983, 1.562], [-2.349, 0.811, 1.715], [-2.914, -0.355, 2.133], [-4.252, -0.365, 2.034], [-2.114, -1.659, 2.807], [0.928, 2.273, 1.469], [1.630, 3.395, 1.875], [3.011, 3.403, 1.760], [3.653, 2.293, 1.243], [2.884, 1.214, 0.848], [1.552, 1.193, 0.963], [-2.328, 3.361, 1.337], [-0.846, 4.278, 1.388], [-1.511, 3.599, 2.884], [-2.962, 1.599, 1.561], [-4.747, 0.270, 1.427], [-4.729, -1.208, 2.306], [1.113, 4.245, 2.294], [3.576, 4.272, 2.071], [4.726, 2.258, 1.132], [3.341, 0.331, 0.422], [-1.664, -4.033, -0.353], [-2.988, -3.545, -0.142], [-3.365, -2.368, -0.694], [-4.680, -2.290, -1.130], [-5.198, -1.130, -1.694], [-4.375, -0.037, -1.858], [-3.048, -0.077, -1.411], [-2.231, 1.094, -1.650], [-1.019, 1.228, -1.244], [-0.360, 2.418, -1.600], [0.903, 2.178, -1.807], [1.429, 0.987, -1.649], [1.784, 3.283, -2.230], [3.149, 3.044, -2.366], [3.999, 4.071, -2.743], [3.487, 5.337, -2.992], [2.123, 5.574, -2.871], [1.271, 4.551, -2.494], [-2.536, -1.234, -0.781], [-1.327, -1.231, -0.220], [-1.733, -5.115, -0.278], [-0.979, -3.659, 0.407], [-1.300, -3.758, -1.345], [-5.291, -3.178, -1.025], [-6.224, -1.103, -2.033], [-4.736, 0.859, -2.347], [-2.663, 1.914, -2.221], [3.532, 2.047, -2.190], [5.059, 3.882, -2.853], [4.150, 6.138, -3.293], [1.724, 6.557, -3.081], [0.207, 4.720, -2.403], [3.484, -1.455, -3.526], [2.555, -2.699, -2.635], [1.603, -1.937, -1.759], [1.977, -1.562, -0.594], [0.463, -1.592, -2.156], [3.256, -3.275, -2.041], [2.028, -3.307, -3.362], [0.689, -1.680, 2.357], [3.421, -2.056, 2.402]], "mulliken_charge": [0.057, -2.135, 0.998, 0.266, -0.215, 0.209, -0.325, -0.412, 0.588, -1.025, -0.587, -1.016, -0.246, 0.598, 0.543, 0.515, 0.361, 0.231, 0.183, 0.287, 0.478, 0.450, 0.515, 0.598, -0.565, -0.478, 0.074, -0.544, -0.847, -1.023, 1.067, -0.742, 0.894, -1.156, 0.562, -0.685, 0.645, -0.307, -0.832, -0.416, -0.676, -0.334, 0.632, -0.250, 0.332, 0.141, 0.280, 0.518, 0.424, 0.464, 0.398, 0.515, 0.431, 0.414, 0.418, 0.449, -0.152, -0.723, 0.875, -0.344, -0.463, 0.344, 0.377, 0.653, -0.285], "total_charge": 1, "e_above_lowest_kcal_mol": 29.6}


(5)
{"formula": "CH4N2O2S", "method": "the ωB97M-V functional and the def2-TZVPD basis", "elements": ["C", "N", "N", "O", "O", "S", "H", "H", "H", "H"], "coordinates": [[1.239, 1.227, -0.192], [-0.699, -0.104, 1.620], [0.146, -1.476, -0.572], [-0.070, 1.321, -0.308], [-2.100, -0.173, -0.471], [-0.804, -0.289, 0.113], [1.444, 2.299, 0.163], [0.230, -0.003, 1.899], [-0.365, -2.002, -1.285], [0.979, -0.801, -0.967]], "mulliken_charge": [-0.388, -0.557, -0.499, -0.172, -0.559, 1.015, 0.182, 0.269, 0.316, 0.394], "e_above_lowest_kcal_mol": 124.2}


(6)
{"formula": "C7H15NO2Si", "method": "the ωB97M-V functional and the def2-TZVPD basis", "elements": ["C", "C", "O", "Si", "C", "N", "C", "C", "O", "C", "C", "H", "H", "H", "H", "H", "H", "H", "H", "H", "H", "H", "H", "H", "H", "H"], "coordinates": [[2.566, 0.054, -1.519], [1.195, 0.708, -1.788], [0.553, 1.155, -0.644], [-0.426, -0.266, 0.631], [-0.637, -1.613, -0.648], [-0.781, -2.389, -1.489], [0.736, -0.308, 2.236], [1.395, -1.671, 2.507], [-1.857, 0.395, 1.012], [-2.961, 0.898, 0.302], [-2.584, 1.401, -1.006], [3.061, -0.370, -2.430], [3.141, 0.841, -0.948], [2.689, -0.855, -0.981], [0.686, 0.020, -2.421], [1.471, 1.509, -2.412], [1.592, 0.380, 2.167], [0.215, -0.101, 3.100], [1.478, -1.949, 3.647], [0.744, -2.450, 2.103], [2.263, -1.737, 1.845], [-3.706, 0.094, 0.173], [-3.332, 1.773, 0.817], [-3.373, 2.011, -1.615], [-1.623, 1.933, -0.911], [-2.505, 0.539, -1.728]], "mulliken_charge": [-1.032, -0.389, -0.578, 0.544, 0.335, -0.472, -0.673, -1.009, -0.337, -0.122, -0.999, 0.359, 0.244, 0.266, 0.310, 0.423, 0.375, 0.489, 0.287, 0.283, 0.311, 0.251, 0.270, 0.338, 0.270, 0.258], "smiles": "CCO[Si](C#N)(CC)OCC", "e_above_lowest_kcal_mol": 23.8}


(7)
{"formula": "C19H25O2Si", "method": "the ωB97M-V functional and the def2-TZVPD basis", "elements": ["C", "O", "C", "C", "C", "C", "C", "C", "C", "H", "H", "H", "H", "H", "H", "H", "H", "H", "C", "Si", "C", "C", "O", "C", "C", "C", "C", "C", "C", "C", "C", "H", "H", "H", "H", "H", "H", "H", "H", "H", "H", "H", "H", "H", "H", "H", "H"], "coordinates": [[2.960, 0.769, 1.503], [1.563, 1.134, 1.522], [0.683, 0.175, 1.517], [-0.699, 0.507, 1.523], [-1.649, -0.540, 1.523], [-3.005, -0.243, 1.529], [-3.441, 1.091, 1.533], [-2.500, 2.133, 1.532], [-1.142, 1.861, 1.527], [3.488, 1.722, 1.466], [3.222, 0.211, 2.412], [3.190, 0.161, 0.617], [1.051, -0.860, 1.492], [-1.264, -1.559, 1.519], [-3.744, -1.045, 1.530], [-4.507, 1.323, 1.537], [-2.834, 3.170, 1.535], [-0.393, 2.650, 1.525], [6.541, -6.652, 1.834], [5.931, -4.914, 1.537], [6.977, -3.657, 2.430], [5.845, -4.560, -0.287], [4.369, -4.822, 2.172], [3.896, -3.940, 3.121], [3.230, -2.815, 2.709], [4.147, -4.300, 4.524], [4.017, -3.332, 5.547], [4.362, -3.638, 6.865], [4.859, -4.906, 7.192], [4.990, -5.874, 6.185], [4.619, -5.584, 4.877], [7.556, -6.736, 1.423], [6.582, -6.903, 2.900], [5.904, -7.391, 1.331], [7.997, -3.728, 2.027], [6.605, -2.636, 2.266], [7.012, -3.842, 3.511], [6.863, -4.607, -0.695], [5.228, -5.297, -0.815], [5.439, -3.563, -0.493], [2.862, -2.106, 3.443], [3.039, -2.650, 1.654], [3.659, -2.342, 5.271], [4.243, -2.882, 7.643], [5.136, -5.147, 8.218], [5.376, -6.867, 6.411], [4.696, -6.354, 4.107]], "mulliken_charge": [-0.623, -0.288, 0.112, 0.791, -0.389, -0.619, -0.322, -0.521, -0.369, 0.262, 0.286, 0.357, 0.282, 0.402, 0.393, 0.405, 0.394, 0.435, -1.034, 0.324, -0.976, -0.986, -0.474, 0.857, -1.018, 0.483, -0.549, -0.626, -0.448, -0.721, -0.075, 0.356, 0.325, 0.324, 0.414, 0.292, 0.310, 0.321, 0.301, 0.263, 0.124, 0.244, 0.244, 0.372, 0.389, 0.387, 0.588], "total_charge": 1, "e_above_lowest_kcal_mol": 0.0}


(8)
{"formula": "C18H15F3N2OS", "method": "the ωB97M-V functional and the def2-TZVPD basis", "elements": ["O", "F", "F", "F", "N", "C", "C", "C", "C", "C", "C", "C", "C", "C", "C", "C", "C", "C", "C", "C", "N", "S", "C", "C", "C", "H", "H", "H", "H", "H", "H", "H", "H", "H", "H", "H", "H", "H", "H", "H"], "coordinates": [[3.431, 2.310, 4.501], [-3.564, -4.277, 1.642], [-4.406, -2.461, 2.534], [-5.038, -3.050, 0.535], [-1.826, -1.752, 1.525], [-2.821, -2.226, 0.829], [-2.690, -1.690, -0.532], [-1.606, -0.881, -0.532], [-0.645, 1.203, -1.596], [-1.511, -0.539, -3.029], [0.038, 0.275, 2.534], [1.389, -0.214, 0.574], [1.150, 0.866, 3.095], [2.508, 0.340, 1.211], [-0.241, 1.930, -2.731], [-1.022, 0.101, -4.134], [-1.256, -0.062, -1.724], [0.120, -0.284, 1.223], [2.394, 0.890, 2.480], [-0.406, 1.374, -3.978], [-1.038, -0.960, 0.744], [3.908, 1.532, 3.329], [-3.965, -3.008, 1.372], [0.067, 2.196, -5.187], [4.477, 0.033, 4.151], [-3.347, -1.831, -1.375], [-0.515, 1.621, -0.598], [-2.023, -1.480, -3.155], [-0.869, 0.171, 3.101], [1.445, -0.670, -0.410], [1.027, 1.311, 4.053], [3.487, 0.350, 0.719], [0.241, 2.883, -2.596], [-1.157, -0.333, -5.083], [0.686, 1.579, -5.812], [0.634, 3.089, -4.955], [-0.874, 2.478, -5.685], [5.273, 0.302, 4.857], [4.916, -0.661, 3.454], [3.630, -0.456, 4.649]], "mulliken_charge": [-0.623, -0.251, -0.256, -0.265, -1.061, -0.237, -0.410, 0.253, -0.408, -0.693, -0.433, -0.137, -0.500, -0.585, -0.874, -0.763, 0.515, -0.157, 0.144, 1.046, 0.865, 0.425, 0.822, -1.406, -0.929, 0.454, 0.479, 0.359, 0.500, 0.491, 0.468, 0.362, 0.336, 0.461, 0.359, 0.337, 0.301, 0.348, 0.360, 0.303], "e_above_lowest_kcal_mol": 0.0}


(9)
{"formula": "C5H9NO", "method": "the ωB97M-V functional and the def2-TZVPD basis", "elements": ["C", "C", "O", "C", "N", "C", "C", "H", "H", "H", "H", "H", "H", "H", "H", "H"], "coordinates": [[-0.292, 1.124, 0.998], [0.378, -0.060, 0.645], [0.858, -0.825, 1.704], [-0.629, -0.760, -0.354], [0.317, -0.908, -1.413], [0.691, 0.424, -1.889], [1.264, -0.099, -0.621], [-0.737, 1.181, 1.987], [-2.110, -0.258, 1.558], [-0.341, 2.004, 0.372], [0.618, -1.741, 1.496], [-1.611, -0.357, -0.618], [-1.977, -0.956, 1.314], [-0.093, 1.177, -1.897], [1.350, 0.420, -2.756], [2.315, -0.366, -0.527]], "mulliken_charge": [-1.141, 0.761, -0.559, -0.431, -0.416, -0.351, -0.238, 0.441, -0.016, 0.264, 0.453, 0.369, 0.082, 0.216, 0.241, 0.325], "e_above_lowest_kcal_mol": 173.6}


(10)
{"formula": "C8H16N", "method": "the ωB97M-V functional and the def2-TZVPD basis", "elements": ["C", "C", "C", "C", "C", "C", "C", "C", "N", "H", "H", "H", "H", "H", "H", "H", "H", "H", "H", "H", "H", "H", "H", "H", "H"], "coordinates": [[1.800, 1.622, 0.643], [1.592, -0.831, 0.247], [-0.127, 0.344, -0.161], [2.961, -1.039, -0.132], [-0.385, 1.140, -1.357], [-2.426, 0.595, 0.834], [-2.006, -1.565, -0.241], [-1.218, -0.443, 0.460], [1.093, 0.513, 0.535], [1.526, 2.648, 0.437], [2.824, 1.772, 1.031], [1.247, -1.700, 0.723], [3.703, -0.432, 0.441], [3.090, -0.615, -1.124], [3.162, -2.067, -0.078], [-1.099, 1.824, -1.159], [-0.810, 0.651, -2.285], [0.463, 1.633, -1.643], [-2.141, 1.563, 1.083], [-2.740, 0.172, 1.758], [-3.061, 0.602, -0.101], [-1.425, -2.476, -0.208], [-1.987, -1.223, -1.229], [-2.983, -1.729, 0.077], [-1.055, -0.959, 1.448]], "mulliken_charge": [-0.163, 0.049, 0.041, -1.343, -1.729, -1.449, -1.554, 0.489, 0.344, 0.303, 0.259, 0.345, 0.300, 0.341, 0.399, 0.530, 0.335, 0.523, 0.446, 0.432, 0.397, 0.349, 0.437, 0.435, 0.484], "total_charge": 1, "e_above_lowest_kcal_mol": 125.3}


(11)
{"formula": "C6H11N3", "method": "the ωB97M-V functional and the def2-TZVPD basis", "elements": ["C", "N", "C", "N", "H", "H", "H", "H", "C", "C", "C", "C", "N", "H", "H", "H", "H", "H", "H", "H"], "coordinates": [[-1.815, -0.850, 0.445], [-1.321, 0.243, -0.419], [-1.006, -0.167, -1.809], [-1.549, -0.280, -2.846], [-2.009, 0.987, -0.485], [-1.827, -0.513, 1.480], [-1.099, -1.668, 0.400], [-2.810, -1.149, 0.117], [1.642, -0.398, -1.085], [1.404, 0.037, 0.252], [0.029, 1.131, 0.368], [1.840, -0.408, 1.422], [-0.340, 1.461, 1.561], [0.037, 2.362, 1.845], [0.292, 1.869, -0.406], [0.428, -0.379, -1.700], [1.936, -1.434, -1.241], [2.126, 0.325, -1.742], [1.391, -0.046, 2.339], [2.650, -1.122, 1.503]], "mulliken_charge": [-0.917, -0.142, 0.227, -0.514, 0.379, 0.384, 0.344, 0.342, -0.705, 0.449, -0.048, -1.001, -0.851, 0.200, 0.411, 0.063, 0.371, 0.309, 0.370, 0.328], "e_above_lowest_kcal_mol": 154.4}


(12)
{"formula": "C9H9BrNO6Re", "method": "the ωB97M-V functional and the def2-TZVPD basis", "elements": ["Re", "O", "C", "O", "C", "O", "C", "C", "O", "O", "H", "H", "H", "H", "H", "O", "C", "C", "C", "N", "C", "Br", "C", "H", "H", "H", "H"], "coordinates": [[-0.149, -0.196, 0.005], [1.384, 3.505, -0.781], [1.217, 2.288, -0.501], [0.059, 1.749, -0.439], [2.446, 1.477, -0.257], [2.036, 0.159, 0.149], [2.568, -0.366, 1.399], [1.444, -0.409, 2.393], [1.471, -0.591, 3.537], [0.132, -0.252, 1.714], [0.580, 4.033, -0.968], [3.092, 1.961, 0.478], [3.006, 1.409, -1.197], [3.396, 0.230, 1.779], [2.919, -1.385, 1.219], [-5.918, -1.977, 0.016], [-4.748, -1.431, -0.005], [-4.494, -0.041, 0.079], [-3.215, 0.417, 0.049], [-2.146, -0.442, -0.068], [-2.444, -1.765, -0.160], [-0.728, -2.616, -0.377], [-3.651, -2.341, -0.130], [-6.670, -1.367, 0.096], [-5.311, 0.664, 0.170], [-2.985, 1.470, 0.127], [-3.827, -3.407, -0.200]], "mulliken_charge": [1.317, -0.309, 0.569, -0.598, -0.223, -0.506, -0.184, 0.445, -0.240, -0.495, 0.435, 0.463, 0.366, 0.395, 0.324, -0.388, 0.973, -0.616, -0.313, -0.272, 0.413, 0.057, -0.361, 0.374, 0.386, 0.475, 0.514], "total_charge": 3, "s2": 0.774, "spin_multiplicity": 2, "e_tot_ha": -3505.6775}


For the records above, the corresponding strongest force on any atom values read 3.18, 1.57, 7.00, 2.32, 3.65, 4.78, 1.92, 4.11, 1.00, 4.07, 3.83, 1.55 eV/Å.